Density functional theory data (the ωB97M-V functional and the def2-TZVPD basis) for a molecular structure, C8H32FeO16S2 at a distorted geometry.

XYZ file:
```
59
Properties=species:S:1:pos:R:3:forces:R:3
Fe -1.71582 0.90659 1.29151 -2.332 -0.161 0.604
S -0.32036 0.38490 -0.87719 -1.853 1.437 2.489
O -0.02346 0.62100 0.54774 7.000 -0.350 0.534
O -1.76679 0.34172 -0.50876 -3.619 -0.910 -4.595
O 0.05898 1.57342 -1.63753 0.147 -1.457 -0.190
O 0.09979 -0.89775 -1.42783 0.164 0.514 -0.689
S -0.93190 1.62958 4.37946 2.408 0.160 -2.279
O 0.41957 1.64760 4.83144 0.289 0.687 0.137
O -1.78938 0.75671 5.09404 -2.561 -4.001 2.548
O -1.75484 2.75490 4.73434 -1.295 3.771 0.639
O -1.03149 1.37732 2.94529 0.988 0.740 1.245
C -2.77095 -1.93959 2.44866 1.792 -2.065 -0.142
O -1.66669 -1.06448 2.05498 -2.163 -1.267 0.967
H -3.39507 -2.29923 1.63059 -0.900 1.543 -0.054
H -2.36770 -2.94416 2.57642 1.029 -0.327 0.091
H -3.11462 -1.88565 3.48166 -0.695 1.424 -0.385
H -0.91921 -1.66128 1.97314 0.857 0.163 -0.529
C 1.79667 -0.86387 3.13854 -1.104 -0.045 0.960
O 2.05958 -0.31482 4.44495 0.957 -0.496 -1.082
H 1.43987 -1.86726 3.37092 0.202 -0.415 -0.742
H 0.98497 -0.34236 2.63133 -0.105 0.150 0.127
H 2.59281 -0.85100 2.39415 0.557 -0.061 0.561
H 1.35762 0.31840 4.61189 0.151 0.328 0.123
C -0.96437 1.65656 -4.66847 1.691 1.219 1.020
O -1.35426 2.46303 -3.54604 -1.062 -0.235 -1.505
H 0.02420 2.01306 -4.95781 0.106 0.702 -0.811
H -0.59772 0.66609 -4.39895 -1.315 -0.725 0.112
H -1.65664 1.78008 -5.50129 -0.063 -0.480 0.297
H -0.88421 2.13053 -2.77785 0.009 -0.154 0.187
C 1.48282 -3.31910 0.36255 -0.047 0.193 -0.140
O 0.43493 -2.39549 0.63104 0.099 -1.385 1.115
H 2.42494 -2.77474 0.29778 0.240 -0.206 0.218
H 1.50832 -4.10783 1.11445 0.057 0.397 0.424
H 1.38569 -3.88224 -0.56564 -0.368 0.274 -0.413
H 0.25294 -1.87137 -0.15240 0.174 0.224 -0.416
C 2.73061 -0.75901 -3.37813 -0.720 0.544 0.629
O 1.96463 -1.92920 -3.08144 1.268 0.033 -0.636
H 3.39509 -0.42444 -2.58149 0.262 -0.506 0.446
H 3.35326 -0.81088 -4.27129 -0.437 -0.423 -0.195
H 2.01534 0.06232 -3.42200 0.110 0.349 -0.654
H 1.22323 -1.58531 -2.57778 -0.265 -0.093 0.241
C -0.75798 3.86326 0.80514 2.104 -0.228 1.654
O -1.84124 2.94987 0.85825 -0.719 1.309 -0.804
H -0.01830 3.71572 0.01825 -0.862 0.165 -0.814
H -1.11562 4.87854 0.97654 0.138 0.020 -0.552
H -0.13198 3.62541 1.66518 -0.038 0.134 0.412
H -2.56500 3.57138 0.75102 -0.729 -0.860 -0.098
C 2.64496 2.89869 -1.75318 1.025 -0.739 0.112
O 1.59116 3.57523 -2.40189 0.717 -0.231 0.452
H 2.39188 1.84960 -1.60008 -0.152 -0.099 0.028
H 3.55949 2.84134 -2.34345 0.092 0.512 -0.233
H 2.89975 3.25713 -0.75583 -0.071 0.521 0.070
H 0.93059 2.90821 -2.20107 -1.060 0.443 -0.483
C -2.00235 -3.99859 -0.64014 1.683 -0.924 1.762
O -2.45618 -2.90841 -1.33206 -1.275 0.588 -0.862
H -1.08232 -4.35019 -1.10708 0.024 -0.621 0.020
H -1.71093 -3.70922 0.36953 0.332 0.187 0.268
H -2.65647 -4.83846 -0.40595 -0.742 0.175 -1.079
H -1.65985 -2.42229 -1.55820 -0.122 0.557 -0.110
```
Positions in Å, forces in eV/Å.

<S²> ... 8.766
LUMO (alpha / beta) ... 2.342 / -0.056 eV
Frontier orbital gap (alpha / beta) ... 0.315 / 0.211 Ha
F_max ... 7.0 eV Å⁻¹
E ... -3587.81168 Eh
Energy relative to the best compared isomer or geometry (same formula, charge and spin) ... 2.158 eV
Charge ... -1
Multiplicity ... 6
Highest occupied orbital energy (alpha / beta) ... -6.2 / -5.8 eV
Molar mass ... 504.3 g/mol